[1]
{
  "formula": "C3H12NOS",
  "method": "the ωB97M-V functional and the def2-TZVPD basis",
  "homo_lumo_gap_ev": 8.756,
  "charge": 1,
  "lumo_ev": -3.53,
  "de_lowest_kcal_mol": 35.9,
  "molar_mass_g_mol": 110.202,
  "species": ["C", "C", "C", "S", "N", "H", "H", "H", "H", "H", "H", "H", "H", "H", "H", "H", "H", "O"],
  "positions_angstrom": [[0.069, 0.367, -1.294], [-0.631, -0.312, -0.164], [-2.061, -0.737, -0.647], [-2.745, -1.552, 0.851], [1.426, 0.883, -0.699], [0.380, -0.061, -2.225], [-0.398, 1.317, -1.366], [-0.687, 0.133, 0.865], [-0.135, -1.325, 0.073], [-2.029, -1.490, -1.475], [-2.617, 0.155, -0.863], [-3.571, -2.495, 0.270], [1.316, 1.046, 0.422], [2.201, 0.272, -0.807], [1.711, 1.791, -0.935], [2.631, -0.022, 2.287], [2.645, 1.137, 3.292], [2.494, 0.894, 2.414]],
  "nbo_charge": [-0.19, -0.48, -0.51, -0.05, -0.70, 0.25, 0.22, 0.25, 0.23, 0.24, 0.22, 0.16, 0.47, 0.43, 0.43, 0.48, 0.50, -0.97]
}

[2]
{
  "formula": "C4H7N2O",
  "method": "the ωB97M-V functional and the def2-TZVPD basis",
  "homo_lumo_gap_ev": [10.034, 7.211],
  "charge": 1,
  "lumo_ev": [-4.17, -6.31],
  "de_lowest_kcal_mol": 157.7,
  "molar_mass_g_mol": 99.113,
  "species": ["C", "C", "C", "C", "N", "N", "O", "H", "H", "H", "H", "H", "H", "H"],
  "positions_angstrom": [[-0.753, 0.549, -0.333], [-2.778, -0.708, 0.184], [0.479, 1.224, -0.292], [1.682, 0.495, 0.423], [-1.670, -0.142, -0.264], [1.048, -1.653, 0.008], [2.007, -0.696, -0.248], [-3.138, -0.619, 1.220], [-3.323, -1.349, -0.549], [0.797, 1.486, -1.329], [0.178, 2.196, 0.261], [2.664, 0.945, 0.162], [1.471, 0.460, 1.538], [1.336, -2.188, -0.781]],
  "nbo_charge": [0.67, -0.05, -0.60, -0.07, -0.29, -0.23, -0.33, 0.25, 0.24, 0.31, 0.31, 0.25, 0.22, 0.31]
}

[3]
{
  "formula": "C4H6N2O",
  "method": "the ωB97M-V functional and the def2-TZVPD basis",
  "homo_lumo_gap_ev": 8.914,
  "lumo_ev": 0.21,
  "de_lowest_kcal_mol": 108.8,
  "molar_mass_g_mol": 98.105,
  "species": ["C", "C", "N", "C", "C", "N", "O", "H", "H", "H", "H", "H", "H"],
  "positions_angstrom": [[0.808, -0.234, -0.030], [0.360, 0.468, 1.159], [0.836, -1.670, 0.221], [-0.946, 0.022, -0.337], [-1.181, 0.809, -1.371], [-0.078, 1.191, 2.006], [1.567, 0.366, -0.828], [1.801, -1.914, 0.427], [0.595, -2.143, -0.645], [0.427, 1.454, 2.845], [-1.663, -0.597, 0.188], [-0.356, 1.351, -1.826], [-2.169, 0.899, -1.809]],
  "nbo_charge": [0.39, 0.54, -0.86, -0.26, -0.34, -0.60, -0.72, 0.37, 0.38, 0.43, 0.22, 0.24, 0.21]
}

[4]
{
  "formula": "C5H8OS2",
  "method": "the ωB97M-V functional and the def2-TZVPD basis",
  "homo_lumo_gap_ev": 9.477,
  "lumo_ev": 0.69,
  "de_lowest_kcal_mol": 31.2,
  "molar_mass_g_mol": 148.252,
  "species": ["C", "C", "C", "C", "C", "O", "S", "S", "H", "H", "H", "H", "H", "H", "H", "H"],
  "positions_angstrom": [[0.067, 1.091, 0.435], [-1.337, 0.736, 0.573], [-1.463, -0.642, -0.114], [-0.315, -0.758, -1.141], [0.950, -0.219, -0.276], [0.606, 2.089, 0.808], [1.451, -1.402, 1.017], [2.485, 0.335, -1.205], [-1.749, 0.852, 1.549], [-1.866, 1.511, 0.068], [-1.011, -1.399, 0.521], [-2.364, -1.025, -0.503], [-0.046, -1.790, -1.374], [-0.175, -0.098, -1.984], [2.072, -0.513, 1.768], [2.693, 1.232, -0.143]],
  "nbo_charge": [0.63, -0.56, -0.41, -0.42, -0.36, -0.53, -0.01, -0.03, 0.26, 0.25, 0.22, 0.23, 0.22, 0.22, 0.13, 0.16]
}

[5]
{
  "formula": "C8H5HgNO5",
  "method": "the ωB97M-V functional and the def2-TZVPD basis",
  "homo_lumo_gap_ev": 8.581,
  "charge": 2,
  "lumo_ev": -9.46,
  "de_lowest_kcal_mol": 0.0,
  "molar_mass_g_mol": 395.720,
  "species": ["O", "C", "Hg", "O", "C", "C", "O", "C", "O", "C", "O", "C", "C", "C", "N", "H", "H", "H", "H", "H"],
  "positions_angstrom": [[-2.758, -2.286, -1.953], [-1.984, -1.644, -1.404], [-0.480, -0.379, -0.324], [2.532, -0.508, -2.575], [1.583, -0.511, -1.937], [-1.797, 0.352, 1.819], [-2.284, 0.717, 2.760], [0.749, -2.148, 1.169], [1.329, -2.848, 1.851], [-0.940, 2.003, -1.310], [-1.080, 3.058, -1.677], [3.331, 3.470, 2.971], [3.784, 2.337, 1.986], [2.556, 1.735, 1.477], [1.504, 1.311, 1.120], [2.695, 4.211, 2.458], [4.190, 3.981, 3.405], [2.707, 3.063, 3.784], [4.342, 2.734, 1.096], [4.355, 1.519, 2.501]],
  "nbo_charge": [-0.26, 0.41, 1.33, -0.34, 0.45, 0.45, -0.33, 0.45, -0.33, 0.45, -0.33, -0.59, -0.54, 0.47, -0.57, 0.23, 0.25, 0.23, 0.28, 0.28]
}

[6]
{
  "formula": "C30H26BrF6N5O12P2PbS2",
  "method": "the ωB97M-V functional and the def2-TZVPD basis",
  "homo_lumo_gap_ev": [5.883, 6.867],
  "lumo_ev": [-2.83, -1.66],
  "de_lowest_kcal_mol": 37.6,
  "molar_mass_g_mol": 1175.735,
  "species": ["Pb", "Br", "C", "C", "C", "C", "C", "C", "C", "C", "C", "C", "H", "H", "H", "H", "H", "H", "F", "C", "F", "F", "S", "O", "O", "N", "S", "O", "O", "C", "F", "F", "F", "N", "C", "C", "P", "O", "O", "O", "P", "O", "O", "O", "H", "H", "H", "H", "H", "H", "H", "H", "C", "O", "C", "C", "C", "C", "C", "C", "N", "N", "C", "C", "C", "C", "O", "C", "N", "C", "C", "C", "C", "H", "H", "H", "H", "H", "H", "H", "H", "H", "H", "H", "H"],
  "positions_angstrom": [[0.422, -1.919, 0.584], [1.105, -0.972, 3.617], [-0.176, 0.409, 3.710], [-0.046, 1.303, 4.727], [-0.998, 2.336, 4.887], [-2.057, 2.428, 4.037], [-2.219, 1.499, 2.978], [-3.352, 1.563, 2.126], [-3.547, 0.654, 1.130], [-2.588, -0.365, 0.904], [-1.496, -0.393, 1.698], [-1.253, 0.471, 2.785], [0.778, 1.211, 5.420], [-0.885, 3.039, 5.703], [-2.799, 3.206, 4.162], [-4.082, 2.342, 2.307], [-4.434, 0.697, 0.510], [-2.746, -1.114, 0.136], [2.518, -5.897, 1.160], [1.249, -6.188, 0.912], [0.944, -5.758, -0.309], [1.074, -7.505, 0.963], [0.186, -5.380, 2.189], [0.542, -3.970, 2.214], [0.424, -6.130, 3.380], [-1.231, -5.663, 1.540], [-2.327, -4.603, 1.193], [-1.814, -3.338, 0.687], [-3.384, -5.223, 0.461], [-3.084, -4.114, 2.791], [-2.215, -3.431, 3.536], [-3.480, -5.182, 3.471], [-4.138, -3.335, 2.545], [2.922, -2.416, -3.933], [2.143, -3.324, -2.988], [2.134, -4.735, -3.579], [3.086, -3.368, -1.363], [3.777, -1.883, -1.469], [4.079, -4.446, -1.469], [2.125, -3.300, -0.205], [0.417, -2.544, -3.009], [-0.461, -3.538, -3.912], [0.657, -1.282, -3.793], [-0.234, -2.507, -1.659], [3.693, -1.957, -3.443], [2.194, -1.706, -4.207], [3.271, -2.937, -4.734], [3.152, -5.121, -3.633], [1.652, -4.748, -4.557], [1.582, -5.406, -2.921], [3.723, -1.448, -0.609], [-1.007, -4.115, -3.368], [-3.868, 5.805, 0.903], [-2.647, 5.219, 1.336], [-1.588, 5.284, 0.503], [-1.606, 5.930, -0.730], [-0.450, 5.970, -1.494], [0.705, 5.337, -1.066], [0.731, 4.723, 0.195], [-0.404, 4.695, 0.970], [1.817, 5.434, -1.948], [2.724, 4.577, -1.927], [2.655, 3.297, -1.471], [3.830, 2.778, -0.868], [3.813, 1.593, -0.209], [2.596, 0.809, -0.109], [2.529, -0.188, 0.612], [1.444, 1.241, -0.943], [0.396, 0.409, -0.992], [-0.594, 0.695, -1.813], [-0.603, 1.836, -2.620], [0.442, 2.718, -2.531], [1.498, 2.435, -1.655], [-4.591, 5.614, 1.691], [-4.210, 5.346, -0.026], [-3.762, 6.882, 0.767], [-2.498, 6.419, -1.090], [-0.437, 6.490, -2.443], [1.650, 4.298, 0.577], [-0.405, 4.241, 1.953], [4.719, 3.396, -0.887], [4.686, 1.224, 0.313], [-1.404, -0.023, -1.858], [-1.423, 2.007, -3.304], [0.463, 3.611, -3.143]],
  "lowdin_charge": [1.50, 0.86, -0.59, -0.13, -0.07, -0.04, -0.16, -0.03, -0.06, -0.11, -0.08, -0.20, 0.10, 0.11, 0.12, 0.11, 0.11, 0.10, 0.15, -0.69, 0.12, 0.15, 0.61, -0.44, -0.25, -0.28, 0.59, -0.41, -0.26, -0.68, 0.13, 0.15, 0.14, 0.16, -0.44, -0.09, 0.34, -0.17, -0.26, -0.44, 0.36, -0.12, -0.31, -0.42, 0.13, 0.09, 0.16, 0.08, 0.08, 0.09, 0.04, 0.09, -0.07, -0.08, -0.27, 0.00, -0.02, -0.29, -0.01, 0.03, 0.10, 0.10, -0.22, 0.00, 0.03, -0.33, -0.07, -0.13, 0.09, -0.11, 0.00, 0.01, -0.10, 0.09, 0.10, 0.10, 0.11, 0.12, 0.12, 0.12, 0.12, 0.13, 0.11, 0.12, 0.12]
}